DFT (wB97M-V/def2-TZVPD) results for a cluster of 4 separate species, CH10O3S2 in total in a non-equilibrium geometry.

Its LUMO energy is 0.256 eV. As for the SMILES: CSS.O.O.O. The gap between HOMO and LUMO is 8.77 eV. The value obtained for the energy above the lowest of the compared OMol25 structures with the same formula, charge and spin is 96.0 kJ/mol. Its charge is 0.

Structure (XYZ):
```
16
Properties=species:S:1:pos:R:3:forces:R:3
C -1.499 1.963 0.299 -1.3 -0.8 0.1
S -1.354 0.432 -0.681 0.7 1.1 -1.6
S -2.071 -1.161 0.369 -0.6 -0.4 1.0
H -2.202 1.698 1.094 0.4 0.3 0.3
H -0.545 2.345 0.652 -0.1 -0.2 0.0
H -2.066 2.654 -0.323 0.4 0.2 -0.1
H -2.357 -0.486 1.493 0.0 -0.2 0.1
O 0.600 -2.764 -0.732 -0.7 -0.3 -1.0
H -0.137 -2.524 -0.163 0.1 0.1 0.5
H 0.102 -2.954 -1.556 0.8 0.1 0.5
O 1.242 0.489 0.962 -0.4 -1.3 1.4
H 1.554 -0.049 1.722 0.3 0.8 -0.5
H 0.439 -0.039 0.765 0.5 0.6 -0.6
O 2.625 0.287 -1.622 -0.1 0.9 0.0
H 3.094 -0.536 -1.559 0.2 -0.5 0.2
H 2.573 0.646 -0.720 -0.2 -0.4 -0.3
```
Forces are in eV/Å.